1.
34
Properties=species:S:1:pos:R:3 method="wB97M-V/def2-TZVPD" total_charge=+1 energy_ev=-227012.5294 relative_energy_kj_mol=347.1 fmax_ha_per_bohr=0.02866 orbital_gap_ev="5.56 / 5.71"
Os -0.109 0.105 0.087
Te -3.613 -0.981 1.193
Se -2.298 2.459 0.517
Se -1.254 -1.833 0.801
Se -3.115 1.157 2.315
N -0.196 10.115 0.150
N 1.434 1.260 0.086
N -1.474 1.158 -0.523
C 0.421 5.758 -1.832
C 1.687 2.632 -0.132
C -2.030 0.903 -1.823
C 0.829 3.428 -1.027
C 3.309 1.751 1.205
C -0.047 8.993 -0.049
C 0.588 4.878 -0.768
C 2.462 0.755 0.901
C -1.465 1.328 -2.948
C 0.146 7.580 -0.297
C 0.265 2.799 -2.021
C 0.202 7.104 -1.602
C 0.520 5.360 0.537
C -0.255 2.161 -3.036
C 0.293 6.705 0.774
C 2.808 2.941 0.550
H 3.267 3.919 0.563
H -2.962 0.353 -1.816
H 0.234 7.085 1.785
H 0.481 5.385 -2.848
H 0.232 2.230 -4.004
H -1.938 1.040 -3.878
H 2.492 -0.291 1.177
H 0.637 4.679 1.371
H 4.197 1.667 1.811
H 0.088 7.792 -2.428

2.
38
Properties=species:S:1:pos:R:3 method="wB97M-V/def2-TZVPD" total_charge=+1 energy_ev=-80394.8980 fmax_ha_per_bohr=0.08051 orbital_gap_ev=7.24
In -0.254 -0.794 -0.714
Cl -4.945 -3.547 -2.762
Cl -5.884 -1.000 -1.535
Cl -4.928 -3.128 0.274
S 3.678 -2.628 0.734
O 0.525 0.347 -3.089
O -0.794 2.104 0.878
N 0.146 3.486 -0.662
N -0.391 1.310 -1.219
N -2.298 -1.479 -1.214
N 0.143 -0.825 1.508
C -0.719 -1.223 3.669
C -0.638 -0.434 2.548
C 0.468 4.500 0.297
C 3.878 -2.416 -0.988
C 1.122 -1.674 1.659
C 2.905 -1.630 -1.609
C 2.113 -1.818 0.607
C -0.412 2.305 -0.258
C 0.225 -2.285 3.824
C 0.483 2.726 -2.887
C -3.390 -1.819 -1.306
C 1.850 -1.367 -0.669
C 0.431 3.739 -1.995
C 0.284 1.395 -2.401
C 1.202 -2.496 2.864
C -4.714 -2.379 -1.328
H 2.014 -3.243 3.028
H 1.367 5.054 -0.026
H 0.558 4.770 -2.268
H -1.439 -1.009 4.459
H -0.362 5.252 0.225
H 0.202 -2.858 4.767
H -1.220 0.462 2.411
H 2.799 -1.346 -2.660
H 4.641 -3.006 -1.479
H 0.867 2.932 -3.919
H 0.488 4.023 1.234

3.
40
Properties=species:S:1:pos:R:3 method="wB97M-V/def2-TZVPD" total_charge=-1 energy_ev=-193520.6729 relative_energy_kj_mol=978.3 fmax_ha_per_bohr=0.05139 orbital_gap_ev="6.98 / 6.96"
Se 2.186 -0.486 0.025
Co -0.090 -0.677 0.152
Cl 1.626 1.538 6.612
Cl -0.135 1.884 0.860
Cl -0.416 -2.950 4.308
Cl 0.789 -1.490 6.808
Cl 1.116 3.079 3.872
O -0.444 -1.271 1.896
O -0.007 1.064 -3.545
O -0.435 -3.656 -2.202
O -0.314 -2.370 -0.394
N -0.387 2.883 -0.314
N -0.266 -0.131 -1.645
C 2.699 -3.547 2.839
C 0.760 1.343 4.031
C 4.478 -1.969 3.160
C 3.964 -1.186 2.135
C 3.843 -3.149 3.519
C 0.595 -0.637 5.318
C -0.146 1.026 -2.322
C -0.164 -1.300 -2.514
C 0.087 -1.300 4.202
C -0.239 2.439 -1.712
C -0.314 -2.562 -1.700
C 2.184 -2.778 1.806
C 0.282 0.729 2.909
C 2.815 -1.587 1.460
C -0.033 -0.637 2.967
C 0.961 0.708 5.251
H 5.368 -1.647 3.686
H 1.294 -3.090 1.277
H 4.446 -0.254 1.869
H 0.799 -1.330 -3.030
H 4.232 -3.751 4.330
H -1.091 2.871 -2.238
H -0.926 1.444 2.006
H 0.579 2.545 1.779
H 2.194 -4.463 3.119
H 0.641 2.944 -2.117
H -0.930 -1.287 -3.290

4.
39
Properties=species:S:1:pos:R:3 method="wB97M-V/def2-TZVPD" total_charge=+1 energy_ev=-108731.8085 fmax_ha_per_bohr=0.00414 orbital_gap_ev="6.56 / 6.56"
Pt 0.277 0.349 -0.183
Se 1.689 0.395 -2.033
F -2.362 2.265 -6.090
F -3.094 2.038 -3.479
F 0.166 1.662 -6.844
F -1.324 1.220 -1.641
F 1.964 0.835 -5.017
F 4.852 -1.964 3.069
O -0.278 2.204 2.049
O -0.956 -2.106 -0.483
N -0.636 0.985 1.540
N -0.963 -1.166 0.301
C -2.239 0.516 3.348
C 3.563 -0.110 2.459
C -0.187 1.552 -5.576
C 3.843 -1.460 2.351
C 3.126 -2.303 1.525
C 1.789 -0.428 0.895
C 2.080 -1.777 0.776
C -0.919 1.322 -2.948
C 2.517 0.418 1.714
C -1.484 1.862 -5.192
C -2.634 -2.144 1.755
C 0.728 1.126 -4.628
C -1.859 1.747 -3.861
C 0.379 1.002 -3.289
C -1.705 -1.042 1.378
C -1.501 0.206 2.094
H -3.110 -2.544 0.860
H -3.403 -1.798 2.441
H -2.087 -2.962 2.229
H 2.291 1.475 1.778
H 3.389 -3.350 1.463
H -3.299 0.309 3.204
H -1.886 -0.126 4.157
H -2.145 1.557 3.645
H 1.519 -2.418 0.110
H 4.163 0.513 3.108
H -0.265 2.140 3.017